Record 1
Here is a cluster of 6 separate species, CH15NO6 in total from OMol25. Energies are from ωB97M-V with the def2-TZVPD basis set.

Computed properties:
- Kohn-Sham gap (Ha) = 0.3498
- ΔE to the lowest compared entry with this formula, charge and spin (kJ/mol) = 245.1
- multiplicity = 1
- net charge = 0
- SMILES = NCO.O.O.O.O.O
- HOMO (eV) = -9.247

```
23
Properties=species:S:1:pos:R:3:mulliken_charge:R:1
N 1.1717 1.8801 1.9057 -0.549
C 0.0771 1.4648 2.6660 -0.201
O -0.6047 0.4285 1.7982 -0.562
H 2.0041 1.1766 1.8242 0.257
H 1.0150 2.3775 1.0622 0.250
H 0.3117 1.0222 3.6406 0.241
H -0.7469 2.2212 2.7903 0.222
H 0.0938 -0.1545 1.3748 0.281
O -2.6445 -1.9614 0.9571 -0.688
H -1.8313 -1.4730 1.1505 0.357
H -3.1474 -1.4539 0.3304 0.328
O 1.9671 1.0344 -2.7675 -0.711
H 1.3846 1.6355 -3.3178 0.330
H 2.1781 0.3754 -3.4206 0.323
O -0.2018 0.8517 -1.4509 -0.605
H 0.5677 0.6275 -1.7295 0.352
H -0.2853 0.7774 -0.4618 0.342
O 1.1991 -1.2754 -0.2570 -0.651
H 2.0318 -1.0258 -0.8808 0.350
H 0.4958 -1.3970 -0.9008 0.336
O -0.9870 -1.8261 -1.7128 -0.653
H -1.5399 -2.1312 -0.9234 0.367
H -1.0222 -2.5423 -2.4123 0.285
```

Record 2
Here is a cluster of 2 separate species, C5H14S in total from OMol25. Energies are from ωB97M-V with the def2-TZVPD basis set.

Computed properties:
- Kohn-Sham gap (Ha) = 0.3721
- ΔE to the lowest compared entry with this formula, charge and spin (kJ/mol) = 136.6
- multiplicity = 1
- net charge = 0
- SMILES = CCC.CCS
- HOMO (eV) = -9.196

```
20
Properties=species:S:1:pos:R:3:mulliken_charge:R:1
C -2.8184 -0.5733 -0.1599 -0.919
C -1.9701 -1.7112 0.4198 -0.226
C -1.6948 -3.0402 -0.4034 -0.883
H -2.2632 -0.0207 -0.9677 0.245
H -3.7822 -0.8048 -0.7827 0.293
H -3.0729 0.0559 0.7176 0.280
H -0.9865 -1.2219 0.7835 0.077
H -2.4223 -2.0483 1.2734 0.416
H -1.5240 -3.9187 0.2498 0.271
H -0.7115 -2.8629 -0.9810 0.179
H -2.6703 -3.2015 -0.8969 0.295
C 1.3325 -0.2415 -0.5870 -0.381
C 2.2469 0.8707 -0.1537 -0.691
S 1.5678 2.5030 0.4615 -0.196
H 0.5477 -0.4038 0.1836 -0.178
H 0.6799 0.0496 -1.4767 0.261
H 1.8825 -1.1472 -0.9142 0.342
H 2.7374 1.0912 -1.1526 0.288
H 3.0635 0.6034 0.4222 0.427
H 0.8596 1.9545 1.4639 0.100
```

Record 3
Here is a structure of composition C40H55BN8O6PW from OMol25. Energies are from ωB97M-V with the def2-TZVPD basis set.

Computed properties:
- Kohn-Sham gap (alpha / beta) (Ha) = 0.2961 / 0.3097
- ΔE to the lowest compared entry with this formula, charge and spin (kJ/mol) = 89.8
- multiplicity = 3
- ⟨S²⟩ = 2.013
- net charge = +1
- HOMO (alpha / beta) (eV) = -10.524 / -11.147

```
112
Properties=species:S:1:pos:R:3:mulliken_spin:R:1
W 9.5018 12.8551 10.6071 1.478
C 10.0611 17.4818 6.8842 0.002
C 8.5613 17.6147 6.5708 0.000
C 7.9720 18.8878 7.1448 0.000
C 7.8425 16.3507 7.0448 -0.003
C 6.4205 16.1799 7.1243 0.002
C 6.2093 14.8529 7.3449 -0.001
N 7.4624 14.3040 7.4757 0.009
N 8.4518 15.2314 7.2913 0.009
B 7.9177 12.8841 7.4057 -0.046
N 7.3518 11.9210 8.4458 -0.029
C 6.1492 11.3292 8.2693 -0.002
C 5.8221 10.6218 9.4074 -0.001
C 6.8999 10.7284 10.2739 0.023
N 7.7925 11.5762 9.7035 0.019
C 6.9307 10.0058 11.6497 -0.006
C 5.9570 10.6380 12.6199 0.003
C 8.3564 9.6070 12.2052 -0.009
N 9.4537 12.7745 7.2554 -0.026
C 10.0956 12.7297 6.1106 0.013
C 11.4465 12.5886 6.3554 -0.001
C 11.5992 12.6641 7.7288 0.039
N 10.3648 12.8104 8.2868 0.036
C 12.9901 12.5843 8.3383 -0.008
C 13.8292 11.5053 7.6967 0.000
C 13.6230 13.9485 7.9578 0.003
H 10.5634 18.4502 6.9074 0.000
H 10.6308 16.8082 6.2454 0.000
H 10.1035 17.0501 7.8939 -0.005
H 8.4023 17.6496 5.4835 0.000
H 8.2434 19.0002 8.2142 0.000
H 6.9005 18.8930 7.0088 0.000
H 8.3881 19.6525 6.5223 0.000
H 5.6787 16.9231 6.9928 0.000
H 5.3612 14.2276 7.4672 0.000
H 7.4761 12.4469 6.2987 0.001
H 5.6264 11.4802 7.3818 0.000
H 5.0055 9.9739 9.5428 0.000
H 6.5073 9.0508 11.3577 0.000
H 6.5152 11.4067 13.1532 -0.004
H 5.5998 9.8788 13.2910 0.000
H 5.0954 11.0998 12.1576 0.000
H 8.9104 10.4565 12.6029 -0.003
H 8.9836 9.0594 11.5055 0.007
H 8.1726 8.9842 13.0687 -0.001
H 9.5621 12.7459 5.1598 0.000
H 12.2771 12.4650 5.7013 0.000
H 13.0196 12.4683 9.4262 0.004
H 14.0681 11.6769 6.6407 0.000
H 13.4000 10.5308 7.9335 0.000
H 14.8112 11.4964 8.1889 0.000
H 13.4747 14.0969 6.8823 0.000
H 14.6707 13.9579 8.2366 0.000
H 13.1636 14.7635 8.4849 0.000
N 7.8295 14.4519 10.3354 0.119
C 6.4741 14.0106 10.7486 0.045
C 6.3352 14.1416 12.2562 0.012
C 7.5137 13.4267 12.9259 0.036
O 7.6730 13.6131 14.1018 0.005
O 8.3062 12.6244 12.2266 0.229
H 8.0244 15.3391 10.7710 0.093
H 7.7790 14.6581 9.3605 -0.126
H 6.2717 13.0042 10.4351 -0.018
H 5.7473 14.6128 10.2305 0.000
H 5.3494 13.7662 12.6600 -0.001
H 6.4840 15.1894 12.5847 -0.002
O 13.4981 13.9678 11.0568 0.019
C 12.2904 14.0595 10.9836 -0.030
O 11.4825 12.9916 10.9477 0.050
C 11.6364 15.3985 10.9759 0.043
P 10.2268 15.0078 12.0257 0.055
C 10.9239 14.6936 13.6570 -0.022
C 11.8919 15.5176 14.1795 -0.006
C 12.5035 15.1683 15.3988 0.000
C 11.9942 14.0490 16.0838 0.000
C 11.1337 13.1768 15.5059 0.002
C 10.6149 13.4448 14.2500 -0.007
C 9.1967 16.4470 12.1816 0.018
C 9.0648 17.3179 11.0894 0.021
C 8.3333 18.4675 11.2329 0.005
C 7.5787 18.7095 12.3784 -0.004
C 7.6204 17.7640 13.4031 0.003
C 8.4967 16.7034 13.3383 -0.006
H 11.2893 15.5811 9.9310 -0.037
H 12.3195 16.1277 11.3548 -0.002
H 12.2076 16.3926 13.6528 0.000
H 13.3230 15.8128 15.7876 0.000
H 12.4202 13.8228 17.0988 0.000
H 10.8617 12.2774 16.0548 0.000
H 10.0335 12.7528 13.6892 0.001
H 9.6296 17.1909 10.1796 -0.001
H 8.3734 19.1164 10.3412 0.000
H 6.9350 19.5758 12.4463 0.000
H 7.1488 17.9535 14.3650 0.000
H 8.5998 16.0484 14.2190 0.000
O 11.8883 9.6495 9.6516 0.006
C 10.7220 10.0819 9.5463 -0.014
O 10.1447 10.8370 10.4449 -0.002
C 9.9625 9.5749 8.2936 0.012
N 11.0901 9.2206 7.2814 0.000
C 10.8404 7.8537 6.7080 0.000
C 10.0988 7.1500 7.8174 0.000
C 9.2206 8.2460 8.4628 0.001
H 9.3143 10.3460 7.8701 0.001
H 11.8871 9.2955 7.9544 0.000
H 11.1151 9.9724 6.5945 0.000
H 11.7896 7.3742 6.4667 0.000
H 10.2455 7.9409 5.8122 0.000
H 10.8136 6.8120 8.5663 0.000
H 9.5501 6.3171 7.4231 0.000
H 9.0223 8.0457 9.5520 0.000
H 8.2023 8.3400 8.0633 0.000
```